# 1
Molecular formula: CH3F3OP
Method: DFT, the ωB97M-V functional and the def2-TZVPD basis

Geometry as XYZ:
```
9
Properties=species:S:1:pos:R:3:mulliken_charge:R:1
C 1.66 -0.13 0.06 -0.38
O 0.57 -0.74 0.47 -0.24
F -2.54 0.08 1.16 -0.13
F -1.96 1.54 -0.64 -0.12
F -2.34 -0.79 -1.03 -0.14
P -1.59 0.15 -0.06 1.04
H 2.43 -0.80 0.54 0.33
H 1.88 0.85 0.52 0.32
H 1.88 -0.17 -1.02 0.32
```

Computed properties:
Charge   +1
HOMO (spin up / spin down)   -17.20 / -17.28 eV
Gap between HOMO and LUMO (spin up / spin down)   7.77 / 8.04 eV
LUMO level (spin up / spin down)   -9.435 / -9.236 eV
ΔE to the lowest compared entry with this formula, charge and spin   4.1922 eV

***

# 2
Molecular formula: C83H193N11O14
Method: DFT, the ωB97M-V functional and the def2-TZVPD basis

Geometry as XYZ:
```
301
Properties=species:S:1:pos:R:3:mulliken_charge:R:1
C -2.17 -4.40 1.24 -0.40
C -3.27 -5.25 1.77 0.52
C -4.65 -4.66 1.65 -1.06
O -4.68 -3.38 2.26 0.05
C -4.91 -3.37 3.68 -0.72
N -3.30 -6.49 0.93 -0.61
H -1.24 -5.03 1.20 -0.04
H -2.01 -3.52 1.87 0.76
H -2.31 -4.05 0.18 -0.34
H -3.04 -5.50 2.78 0.53
H -5.37 -5.39 1.98 0.46
H -4.80 -4.56 0.55 -0.25
H -5.41 -4.27 4.01 0.39
H -5.56 -2.52 3.90 -0.04
H -3.98 -3.36 4.18 0.26
H -4.16 -7.00 1.16 0.22
H -2.57 -7.11 1.26 0.29
C -1.42 3.97 -6.09 -1.45
C -2.13 4.83 -5.00 -0.03
C -3.08 3.97 -4.15 0.39
O -4.09 3.53 -5.07 -0.45
C -5.01 2.57 -4.76 -0.43
N -1.12 5.36 -4.15 -0.15
H -0.56 3.38 -5.71 0.27
H -1.05 4.69 -6.83 0.34
H -2.12 3.32 -6.62 0.47
H -2.83 5.61 -5.47 0.30
H -3.50 4.58 -3.32 0.46
H -2.51 3.10 -3.71 -0.58
H -4.45 1.63 -4.79 0.03
H -5.78 2.57 -5.47 0.35
H -5.39 2.76 -3.74 0.28
H -1.06 6.36 -4.12 0.22
H -0.24 4.86 -4.35 -0.03
C -0.85 -1.46 -5.41 -1.62
C -2.03 -2.39 -5.29 2.42
C -3.33 -1.54 -5.42 -0.46
O -4.43 -2.27 -5.60 -0.35
C -5.57 -1.42 -5.80 -0.96
N -1.80 -3.45 -6.25 -0.72
H -0.79 -0.93 -4.47 0.01
H -0.99 -0.73 -6.17 0.67
H 0.15 -2.01 -5.54 0.18
H -1.90 -2.77 -4.29 -1.22
H -3.10 -0.88 -6.33 0.46
H -3.43 -0.81 -4.58 -0.14
H -5.73 -0.59 -5.09 0.27
H -6.49 -2.04 -5.64 0.30
H -5.59 -1.02 -6.84 0.30
H -2.66 -3.93 -6.29 0.34
H -1.66 -3.02 -7.18 0.33
C -1.58 -7.92 -2.22 -1.86
C -1.40 -6.39 -2.02 0.36
C -0.69 -5.73 -3.13 0.45
O 0.62 -6.23 -3.36 -0.42
C 1.33 -5.43 -4.30 0.78
N -2.65 -5.71 -1.83 0.07
H -2.05 -8.06 -3.16 0.48
H -2.08 -8.25 -1.34 0.49
H -0.63 -8.48 -2.29 0.30
H -0.75 -6.25 -1.17 0.00
H -0.67 -4.68 -2.93 -0.61
H -1.26 -5.76 -4.12 0.34
H 2.37 -5.39 -4.00 -0.88
H 0.86 -4.47 -4.32 -0.23
H 1.26 -5.79 -5.30 0.53
H -3.27 -6.06 -2.52 0.36
H -3.09 -5.93 -0.92 -0.08
C -0.91 -1.16 5.14 -1.35
C 0.49 -1.30 5.77 0.20
C 1.64 -1.40 4.79 0.66
O 2.86 -1.52 5.40 -0.46
C 3.99 -1.94 4.66 -0.78
N 0.70 -0.04 6.63 -0.56
H -1.69 -0.98 5.89 0.46
H -1.19 -2.00 4.43 0.06
H -0.92 -0.24 4.60 0.22
H 0.50 -2.10 6.45 0.48
H 1.61 -0.60 4.02 -0.50
H 1.45 -2.29 4.15 0.35
H 4.38 -1.16 4.00 0.24
H 3.81 -2.80 4.08 0.39
H 4.80 -2.14 5.38 0.28
H 1.62 -0.11 7.13 0.14
H 0.02 -0.14 7.39 0.31
C -5.63 1.30 7.35 -1.65
C -6.37 1.63 6.06 1.51
C -7.16 2.94 6.26 -1.20
C -6.18 4.15 6.29 -0.87
C -5.28 4.16 5.06 -1.29
C -4.53 2.79 4.92 1.84
N -5.48 1.73 4.89 0.93
O -4.70 0.56 4.61 -0.08
C -3.86 2.82 3.52 -2.00
C -3.39 2.73 5.92 -1.86
C -7.48 0.59 5.70 -2.10
H -4.78 0.64 7.18 0.12
H -6.34 0.67 7.96 0.52
H -5.37 2.10 8.06 0.31
H -7.86 3.13 5.38 0.27
H -7.77 2.73 7.12 0.48
H -5.62 4.12 7.25 0.27
H -6.73 5.13 6.40 0.41
H -4.46 4.90 4.99 0.48
H -5.87 4.21 4.17 0.44
H -3.46 3.77 3.33 0.12
H -3.15 2.04 3.36 0.68
H -4.73 2.85 2.84 0.09
H -2.61 3.45 5.57 0.34
H -3.72 3.01 6.90 0.46
H -2.99 1.74 5.89 0.31
H -8.28 0.51 6.44 0.46
H -7.07 -0.38 5.66 0.47
H -7.88 0.78 4.73 0.36
H -5.12 0.15 3.82 0.24
C 4.52 -2.89 -4.78 -1.83
C 5.36 -3.49 -3.67 1.99
C 4.70 -3.04 -2.38 -0.65
C 5.29 -3.69 -1.16 -1.33
C 5.02 -5.18 -1.30 -0.06
C 5.53 -5.86 -2.59 1.36
N 5.18 -4.96 -3.74 1.05
O 5.81 -5.40 -4.95 -0.60
C 7.06 -6.19 -2.55 -1.79
C 4.75 -7.20 -2.84 -1.80
C 6.82 -3.06 -3.84 -1.71
H 4.60 -1.81 -4.71 0.02
H 3.44 -3.16 -4.71 0.06
H 4.95 -3.16 -5.70 0.77
H 4.69 -1.93 -2.40 0.19
H 3.65 -3.39 -2.42 -0.09
H 4.86 -3.28 -0.27 0.68
H 6.39 -3.48 -1.23 0.31
H 3.89 -5.18 -1.28 -0.63
H 5.46 -5.70 -0.39 0.46
H 7.50 -6.24 -3.55 0.27
H 7.52 -5.36 -1.98 0.34
H 7.16 -7.15 -2.08 0.54
H 4.92 -7.92 -2.04 0.36
H 3.69 -7.01 -2.98 0.13
H 5.14 -7.57 -3.77 0.54
H 6.80 -1.99 -3.98 0.33
H 7.19 -3.53 -4.74 0.45
H 7.60 -3.27 -3.03 0.20
H 5.03 -5.45 -5.53 0.33
C 2.61 3.90 5.60 -1.74
C 3.46 2.91 4.74 2.07
C 4.24 3.56 3.60 -0.65
C 5.53 4.22 4.06 -0.78
C 6.44 3.32 4.89 -1.16
C 5.72 2.80 6.13 1.18
N 4.44 2.17 5.61 0.61
O 3.75 1.50 6.62 -0.55
C 6.56 1.69 6.80 -1.86
C 5.49 3.86 7.22 -1.64
C 2.54 1.89 4.13 -1.98
H 2.11 3.39 6.45 0.29
H 1.75 4.19 5.00 0.28
H 3.24 4.65 6.01 0.54
H 4.45 2.82 2.86 0.55
H 3.56 4.26 3.10 -0.25
H 5.12 5.07 4.67 0.23
H 6.02 4.65 3.22 0.56
H 7.43 3.76 5.12 0.34
H 6.50 2.40 4.40 0.51
H 5.91 1.40 7.69 0.39
H 6.67 0.86 6.11 0.35
H 7.52 2.02 7.24 0.42
H 4.57 3.71 7.78 0.34
H 6.34 3.85 7.93 0.42
H 5.29 4.81 6.75 0.33
H 1.91 1.48 4.92 0.44
H 3.04 1.02 3.64 0.06
H 1.84 2.41 3.49 0.24
H 3.77 0.59 6.29 0.32
C 4.37 3.04 -7.43 -1.71
C 3.96 3.26 -5.97 1.43
C 2.58 2.57 -5.79 -1.69
C 2.32 2.35 -4.30 1.00
C 3.46 1.62 -3.72 -0.24
C 4.77 2.32 -3.78 2.84
N 4.96 2.63 -5.21 0.37
O 6.18 3.37 -5.35 -0.53
C 4.90 3.58 -2.95 -1.58
C 5.89 1.33 -3.33 -2.95
C 3.75 4.83 -5.81 -1.64
H 3.41 3.06 -8.07 0.31
H 4.87 2.07 -7.58 0.41
H 5.04 3.86 -7.71 0.36
H 1.93 3.24 -6.37 0.60
H 2.59 1.59 -6.34 0.36
H 1.39 1.84 -4.13 0.24
H 2.32 3.42 -3.92 -1.05
H 3.59 0.69 -4.40 -0.37
H 3.30 1.19 -2.72 -0.54
H 5.62 3.43 -2.20 0.42
H 5.23 4.38 -3.56 0.28
H 3.92 3.79 -2.51 0.13
H 6.80 1.94 -3.48 0.58
H 5.83 0.95 -2.36 0.53
H 5.94 0.56 -4.06 0.64
H 3.45 4.96 -4.80 0.32
H 3.02 5.14 -6.55 0.47
H 4.76 5.29 -5.99 0.39
H 6.84 2.67 -5.56 0.37
C -1.23 0.84 0.91 -0.98
C -0.79 0.57 -0.61 2.59
C 0.51 1.37 -0.84 0.63
C 1.68 0.64 -0.25 -0.71
C 1.77 -0.77 -0.72 -0.34
C 0.51 -1.60 -0.55 2.42
N -0.62 -0.81 -1.06 0.40
O -1.84 -1.49 -0.82 1.54
C 0.72 -2.83 -1.36 -1.56
C 0.35 -2.12 0.92 -0.79
C -1.85 1.32 -1.49 -1.69
H -1.51 1.92 0.97 0.18
H -0.49 0.60 1.69 0.01
H -2.19 0.33 1.24 -0.27
H 0.70 1.54 -1.95 -1.23
H 0.31 2.25 -0.32 -0.12
H 1.67 0.80 0.85 -0.34
H 2.65 1.11 -0.49 0.69
H 2.59 -1.28 -0.24 0.92
H 1.99 -0.77 -1.82 -0.13
H 1.39 -3.52 -0.90 -0.05
H -0.15 -3.46 -1.34 -0.78
H 1.00 -2.73 -2.40 0.75
H 1.01 -2.97 1.24 -0.05
H 0.71 -1.36 1.66 -0.39
H -0.69 -2.43 1.00 -0.29
H -1.87 2.43 -1.35 -0.32
H -2.88 0.93 -1.43 0.14
H -1.44 1.19 -2.50 0.30
H -2.16 -1.62 -1.71 -0.35
C -1.04 4.92 1.86 -0.18
C -1.43 5.96 0.82 1.80
C -1.50 7.37 1.45 -1.07
C -0.06 7.74 1.96 -0.45
C 0.83 7.80 0.78 -1.20
C 0.91 6.54 -0.05 1.85
N -0.46 6.05 -0.34 -0.06
O -0.38 4.76 -0.95 0.79
C 1.70 6.85 -1.26 -2.15
C 1.76 5.47 0.77 -1.33
C -2.81 5.69 0.21 -1.78
H -0.43 5.55 2.55 -0.02
H -1.92 4.62 2.39 -0.57
H -0.62 4.01 1.44 -0.36
H -1.87 8.13 0.77 0.39
H -2.11 7.19 2.35 0.40
H -0.08 8.77 2.42 0.38
H 0.24 6.96 2.69 0.26
H 1.89 8.03 1.06 0.43
H 0.41 8.65 0.20 0.29
H 2.68 7.28 -0.94 0.32
H 1.24 7.58 -1.82 0.66
H 1.87 5.88 -1.71 0.19
H 1.35 5.04 1.66 0.27
H 2.77 5.92 1.01 0.48
H 1.96 4.62 0.08 0.02
H -3.02 6.49 -0.56 0.38
H -3.01 4.67 -0.18 0.02
H -3.59 5.85 1.00 0.41
H -0.73 4.93 -1.81 -0.12
C -7.74 0.62 1.69 -1.66
C -6.48 -0.10 1.30 1.16
C -5.48 0.86 0.61 0.11
O -5.88 -0.72 2.44 -0.21
H -8.09 1.31 0.88 0.41
H -7.46 1.29 2.45 0.21
H -8.54 -0.06 1.87 0.42
H -6.72 -0.89 0.52 0.02
H -6.04 1.56 -0.04 0.58
H -4.60 0.44 0.08 -0.17
H -5.11 1.54 1.37 -0.83
H -5.32 -1.43 2.11 0.04
C 3.83 -6.22 2.10 -1.60
C 2.53 -6.31 1.26 2.00
C 2.24 -7.81 1.02 -1.50
O 1.49 -5.72 2.00 -0.66
H 4.43 -5.27 2.08 0.27
H 4.48 -6.95 1.71 0.55
H 3.68 -6.55 3.13 0.35
H 2.54 -5.79 0.38 -0.56
H 3.08 -8.12 0.46 0.39
H 1.28 -7.99 0.51 0.22
H 2.09 -8.25 2.01 0.39
H 1.29 -4.79 1.75 0.14
C -5.71 -1.76 -2.37 0.19
C -5.02 -3.04 -1.92 1.69
C -5.96 -4.28 -2.25 -1.68
O -3.81 -3.17 -2.69 0.40
H -5.22 -0.79 -2.04 -0.02
H -6.86 -1.67 -2.14 0.38
H -5.71 -1.78 -3.47 -0.83
H -4.79 -3.05 -0.90 -0.79
H -6.05 -4.29 -3.34 0.38
H -7.01 -4.32 -1.80 0.30
H -5.59 -5.22 -1.91 0.38
H -3.16 -3.80 -2.25 -0.31
```

Computed properties:
HOMO   -8.06 eV
Gap between HOMO and LUMO   8.50 eV
LUMO level   0.437 eV

***

Maximum force in hartree/bohr, matching the order above: 0.060 0.080